# C48H46B2N10O4W

A molecular structure, C48H46B2N10O4W (ωB97M-V/def2-TZVPD, the OMol25 dataset).

The geometry in XYZ format:
```
111
C48H46B2N10O4W (ωB97M-V/def2-TZVPD)
W -0.913 0.442 2.157
C -0.673 3.215 -1.280
C -0.140 2.172 -0.525
N -0.844 2.021 0.595
N -1.835 2.929 0.575
C -1.749 3.667 -0.544
B -2.907 2.997 1.697
N -3.665 1.640 1.662
C -4.977 1.349 1.637
C -5.124 -0.015 1.497
C -3.824 -0.506 1.456
N -2.953 0.495 1.579
N -2.187 3.034 3.066
C -2.261 3.920 4.070
C -1.539 3.428 5.138
C -1.035 2.208 4.705
N -1.425 1.985 3.444
N -3.756 4.222 1.493
C -4.906 4.442 0.801
C -5.183 5.785 0.848
C -4.118 6.334 1.579
N -3.277 5.396 1.948
H -0.328 3.594 -2.219
H 0.704 1.535 -0.736
H -2.442 4.454 -0.756
H -5.730 2.100 1.747
H -6.041 -0.562 1.441
H -3.481 -1.520 1.360
H -2.778 4.850 3.958
H -1.404 3.883 6.095
H -0.434 1.488 5.235
H -5.444 3.663 0.303
H -6.021 6.301 0.428
H -3.934 7.356 1.845
C 3.194 1.420 3.172
C 3.554 0.425 4.073
C 2.603 -0.504 4.444
C 1.322 -0.455 3.898
N 0.997 0.495 2.982
C 1.916 1.413 2.661
C 0.222 -1.337 4.283
C 0.366 -2.338 5.248
C -0.730 -3.070 5.655
C -1.972 -2.810 5.096
C -2.105 -1.832 4.124
C -1.030 -1.062 3.669
H 3.901 2.172 2.867
H 4.548 0.381 4.486
H 2.845 -1.268 5.164
H 1.603 2.167 1.946
H 1.321 -2.552 5.705
H -0.622 -3.830 6.413
H -2.838 -3.368 5.419
H -3.091 -1.651 3.714
C -6.369 -3.375 -2.138
C -5.013 -2.908 -2.565
C -4.813 -2.382 -3.835
C -3.554 -1.986 -4.252
C -2.479 -2.089 -3.391
C -2.671 -2.586 -2.107
N -1.598 -2.596 -1.192
C -0.335 -3.000 -1.439
C -0.052 -3.889 -2.491
C 1.217 -4.367 -2.693
C 2.261 -4.012 -1.831
C 2.027 -3.124 -0.818
C 0.749 -2.554 -0.623
C 0.567 -1.483 0.300
O 1.652 -0.792 0.761
O -0.538 -1.077 0.737
C -3.932 -3.011 -1.686
C -4.132 -3.599 -0.322
H -7.107 -3.185 -2.912
H -6.688 -2.872 -1.226
H -6.347 -4.443 -1.931
H -5.654 -2.283 -4.506
H -3.408 -1.589 -5.245
H -1.491 -1.771 -3.690
H -1.733 -2.042 -0.352
H -0.861 -4.204 -3.131
H 1.413 -5.037 -3.516
H 3.239 -4.447 -1.964
H 2.824 -2.869 -0.134
H -3.211 -3.598 0.256
H -4.466 -4.632 -0.410
H -4.904 -3.050 0.216
C 6.104 2.277 -4.816
C 6.441 0.814 -4.494
C 7.962 0.644 -4.545
C 5.825 -0.093 -5.571
C 5.859 0.501 -3.122
C 6.649 0.462 -1.973
C 6.132 0.230 -0.705
C 4.773 0.025 -0.609
O 3.990 -0.277 0.485
B 2.731 -0.460 -0.020
O 2.672 -0.235 -1.382
C 3.969 0.050 -1.749
C 4.482 0.298 -3.001
H 6.409 2.520 -5.831
H 6.625 2.940 -4.131
H 5.035 2.456 -4.725
H 8.309 0.811 -5.562
H 8.252 -0.361 -4.248
H 8.468 1.365 -3.909
H 6.388 0.011 -6.495
H 4.793 0.174 -5.783
H 5.859 -1.134 -5.259
H 7.711 0.615 -2.059
H 6.766 0.208 0.166
H 3.825 0.312 -3.854
```

## Properties
charge	+1
spin multiplicity	2
LUMO (alpha / beta)	-3.185 / -3.039	eV
frontier orbital gap (alpha / beta)	5.83 / 5.76	eV

=====

# C48H47BCsGeN10O2Se

A molecular structure, C48H47BCsGeN10O2Se (ωB97M-V/def2-TZVPD, the OMol25 dataset).

The geometry in XYZ format:
```
111
C48H47BCsGeN10O2Se (ωB97M-V/def2-TZVPD)
Cs -0.842 1.011 0.776
C 0.544 3.223 3.382
C -0.736 2.761 4.003
C -1.554 3.375 4.971
C -2.631 2.525 5.126
C -3.793 2.686 6.053
N -2.454 1.477 4.288
N -1.285 1.616 3.617
B -3.420 0.272 4.081
N -4.083 0.231 2.673
N -3.435 -0.220 1.574
C -4.289 -0.179 0.565
C -3.836 -0.584 -0.801
C -5.536 0.303 1.011
C -5.361 0.549 2.358
C -6.362 1.078 3.334
N -2.753 -1.087 4.394
N -1.767 -1.632 3.645
C -1.510 -2.822 4.161
C -0.472 -3.707 3.545
C -2.338 -3.065 5.276
C -3.118 -1.934 5.387
C -4.183 -1.656 6.399
H 1.113 3.848 4.072
H 0.386 3.816 2.475
H 1.156 2.369 3.096
H -1.386 4.306 5.490
H -3.680 3.616 6.610
H -3.852 1.863 6.767
H -4.740 2.720 5.514
H -4.309 0.425 4.874
H -2.947 -1.214 -0.729
H -3.589 0.273 -1.434
H -4.605 -1.149 -1.328
H -6.440 0.450 0.441
H -7.312 1.235 2.826
H -6.042 2.030 3.759
H -6.520 0.386 4.163
H 0.059 -3.160 2.765
H -0.931 -4.588 3.091
H 0.254 -4.053 4.284
H -2.370 -3.940 5.907
H -4.237 -2.493 7.094
H -5.161 -1.533 5.931
H -3.974 -0.748 6.967
Se 7.929 -0.779 3.402
N 6.322 -1.199 4.053
C 5.447 -0.502 3.383
C 4.007 -0.573 3.605
C 3.445 -1.389 4.590
C 2.080 -1.403 4.746
C 1.301 -0.617 3.893
N 1.823 0.149 2.948
C 3.152 0.199 2.812
C 3.695 1.141 1.805
N 2.826 1.916 1.151
C 3.285 2.778 0.260
C 4.641 2.926 -0.033
C 5.546 2.141 0.641
C 5.076 1.228 1.585
C 5.980 0.388 2.365
N 7.277 0.395 2.228
H 4.100 -1.989 5.209
H 1.598 -2.011 5.500
H 0.218 -0.613 3.957
H 2.525 3.348 -0.264
H 4.962 3.642 -0.778
H 6.611 2.210 0.461
O 0.282 1.634 -3.292
C 0.825 1.612 -2.160
O 0.491 2.280 -1.154
C 2.010 0.645 -2.030
C 1.736 -0.666 -2.769
Ge 1.089 -0.423 -4.619
C 1.601 -2.159 -5.478
C 2.840 -2.748 -5.218
C 3.235 -3.922 -5.848
C 2.391 -4.536 -6.764
C 1.155 -3.966 -7.041
C 0.769 -2.793 -6.404
C 1.984 0.891 -5.782
C 2.615 0.434 -6.943
C 3.264 1.311 -7.804
C 3.299 2.668 -7.520
C 2.673 3.140 -6.374
C 2.020 2.263 -5.516
C -0.874 -0.488 -4.726
C -1.644 0.532 -5.280
C -3.028 0.446 -5.303
C -3.669 -0.661 -4.759
C -2.917 -1.681 -4.197
C -1.528 -1.594 -4.185
H 2.239 0.490 -0.974
H 2.877 1.150 -2.474
H 0.940 -1.230 -2.270
H 2.623 -1.302 -2.758
H 3.520 -2.279 -4.513
H 4.203 -4.358 -5.626
H 2.695 -5.451 -7.258
H 0.491 -4.437 -7.757
H -0.198 -2.360 -6.634
H 2.604 -0.620 -7.190
H 3.742 0.927 -8.698
H 3.805 3.355 -8.188
H 2.689 4.199 -6.143
H 1.520 2.636 -4.632
H -1.152 1.414 -5.673
H -3.612 1.251 -5.733
H -4.751 -0.724 -4.766
H -3.408 -2.545 -3.765
H -0.950 -2.405 -3.754
```

## Properties
charge	-1
LUMO	1.136	eV
frontier orbital gap	7.16	eV

=====

# C48H47BLaN7O3P2S5Se

A molecular structure, C48H47BLaN7O3P2S5Se (ωB97M-V/def2-TZVPD, the OMol25 dataset).

The geometry in XYZ format:
```
115
C48H47BLaN7O3P2S5Se (ωB97M-V/def2-TZVPD)
La 0.752 -1.830 -1.343
S -0.187 -4.632 -1.691
S 0.398 -3.940 -3.652
S 2.413 -4.450 -3.751
S 3.285 -2.978 -2.575
B -1.184 -0.370 -4.681
N -2.076 -0.445 -3.412
C -3.312 0.139 -3.293
C -3.731 -0.026 -1.977
C -2.709 -0.777 -1.355
N -1.724 -0.991 -2.228
N 0.067 0.520 -4.269
C 0.548 1.673 -4.884
C 1.751 1.938 -4.227
C 1.948 0.938 -3.287
N 0.883 0.090 -3.339
H -1.788 0.262 -5.616
H -0.948 -1.439 -5.151
H -3.751 0.586 -4.220
H -4.630 0.397 -1.594
H -2.636 -1.091 -0.339
H -0.045 2.199 -5.555
H 2.269 2.830 -4.242
H 2.746 0.914 -2.520
O 1.376 -3.318 0.954
C 0.352 -3.518 1.954
C -0.874 -2.588 1.545
O -1.896 -2.620 2.246
O -0.704 -1.888 0.519
C 0.778 -3.042 3.316
C 1.561 -1.879 3.288
C 1.881 -1.142 4.408
C 1.473 -1.611 5.652
C 0.842 -2.892 5.733
C 0.429 -3.557 4.597
C -0.140 -4.968 1.876
C -1.426 -5.344 1.504
C -1.752 -6.679 1.313
C -0.789 -7.634 1.527
C 0.505 -7.281 1.877
C 0.854 -5.956 1.992
H 1.322 -4.166 0.418
H 1.944 -1.541 2.348
H 2.517 -0.251 4.331
H 1.741 -1.099 6.590
H 0.657 -3.259 6.686
H 0.094 -4.583 4.767
H -2.264 -4.730 1.379
H -2.754 -6.910 0.981
H -1.125 -8.680 1.572
H 1.237 -8.023 2.073
H 1.882 -5.722 2.268
C -2.068 2.810 -0.220
P -0.747 2.073 0.808
C -0.194 3.585 1.746
C 1.138 3.880 1.808
C 1.630 5.030 2.469
C 0.720 5.972 2.902
C -0.658 5.632 2.877
C -1.097 4.429 2.365
C -1.655 1.191 2.160
C -3.042 1.337 2.404
C -3.633 0.674 3.523
C -2.793 -0.097 4.349
C -1.432 -0.220 4.143
C -0.923 0.384 2.991
P -1.313 2.845 -1.986
C -0.111 4.215 -1.786
C -0.344 5.612 -1.817
C 0.634 6.536 -1.523
C 1.964 6.116 -1.269
C 2.199 4.804 -1.216
C 1.191 3.845 -1.471
C -2.618 3.626 -2.937
C -2.251 4.146 -4.229
C -3.246 4.581 -5.094
C -4.578 4.410 -4.736
C -4.991 3.906 -3.497
C -3.971 3.561 -2.590
H -2.512 3.763 0.180
H -2.775 2.013 -0.450
H 1.903 3.263 1.368
H 2.693 5.297 2.460
H 0.979 6.938 3.318
H -1.372 6.388 3.263
H -2.154 4.101 2.333
H -3.595 1.867 1.649
H -4.680 0.685 3.596
H -3.243 -0.436 5.266
H -0.829 -0.903 4.833
H 0.056 0.132 2.732
H -1.309 6.014 -2.170
H 0.326 7.587 -1.550
H 2.650 6.880 -0.954
H 3.190 4.454 -0.938
H 1.334 2.726 -1.434
H -1.224 4.186 -4.525
H -2.965 5.126 -5.982
H -5.231 4.605 -5.547
H -6.044 3.981 -3.136
H -4.246 3.266 -1.597
C 6.372 -4.192 0.219
N 5.021 -4.576 -0.074
C 4.373 -5.762 0.086
N 3.052 -5.712 -0.394
S 4.924 -7.134 0.840
H 6.869 -5.120 0.544
H 6.462 -3.366 0.971
H 6.787 -3.768 -0.720
H 4.497 -3.892 -0.611
H 2.727 -5.079 -1.128
H 2.628 -6.617 -0.459
Se 3.400 -0.199 0.297
C 3.910 1.453 -0.306
N 4.157 2.511 -0.665
```

## Properties
charge	-2
LUMO	3.799	eV
frontier orbital gap	6.77	eV

=====

# C48H48

8 unconnected molecules or ions with the total composition C48H48 (ωB97M-V/def2-TZVPD, the OMol25 dataset).

The geometry in XYZ format:
```
96
C48H48 (ωB97M-V/def2-TZVPD)
C -1.337 -4.765 0.115
C -0.780 -3.504 -0.010
C 0.690 -3.308 0.717
C 1.251 -4.267 1.338
C 0.658 -5.620 1.364
C -0.614 -5.816 0.807
H -2.352 -5.039 -0.467
H -1.226 -2.955 -0.739
H 1.255 -2.449 0.820
H 2.164 -3.993 1.694
H 1.035 -6.576 1.776
H -1.215 -6.771 0.877
C -0.878 -3.977 -4.772
C -2.064 -4.007 -4.031
C -2.171 -3.365 -2.645
C -1.079 -2.406 -2.313
C 0.075 -2.304 -3.262
C 0.177 -3.177 -4.340
H -0.736 -4.815 -5.571
H -2.743 -4.530 -4.307
H -3.044 -3.439 -2.026
H -1.120 -1.772 -1.509
H 0.969 -1.536 -3.036
H 0.971 -3.265 -5.060
C 6.195 6.395 -0.495
C 5.195 7.336 -0.287
C 3.727 6.963 -0.328
C 3.418 5.699 -0.555
C 4.527 4.625 -0.899
C 5.976 5.047 -0.717
H 7.245 6.682 -0.379
H 5.494 8.443 0.027
H 3.008 7.692 0.064
H 2.246 5.415 -0.696
H 4.294 3.531 -1.181
H 6.775 4.499 -0.842
C -4.586 2.514 0.118
C -4.914 2.243 1.475
C -6.488 2.140 1.863
C -7.416 2.376 0.869
C -7.005 2.617 -0.622
C -5.618 2.639 -0.860
H -3.512 2.719 -0.085
H -4.205 1.944 2.189
H -6.681 1.712 2.798
H -8.499 2.581 1.216
H -7.766 2.932 -1.223
H -5.314 2.766 -1.831
C 3.465 -0.454 -2.226
C 4.374 -1.284 -1.454
C 5.753 -1.425 -1.881
C 6.222 -0.708 -3.102
C 5.235 0.136 -3.857
C 3.964 0.283 -3.333
H 2.413 -0.555 -1.929
H 4.042 -1.691 -0.533
H 6.558 -1.951 -1.297
H 7.208 -0.942 -3.394
H 5.543 0.698 -4.748
H 3.176 0.915 -3.931
C -5.972 -2.623 0.489
C -5.293 -3.850 0.231
C -3.872 -3.829 0.557
C -3.166 -2.672 0.991
C -3.989 -1.433 1.123
C -5.350 -1.463 0.973
H -7.112 -2.559 0.417
H -5.850 -4.851 0.043
H -3.224 -4.804 0.474
H -2.210 -2.498 0.977
H -3.506 -0.552 1.455
H -5.807 -0.634 1.016
C -1.121 0.805 -0.539
C -0.836 1.606 -1.591
C 0.575 2.309 -1.722
C 1.496 1.920 -0.687
C 1.106 0.794 0.316
C -0.173 0.408 0.475
H -1.955 0.426 -0.567
H -1.446 1.639 -2.272
H 0.898 2.864 -2.531
H 2.571 2.490 -0.710
H 1.870 0.354 1.058
H -0.746 -0.140 1.248
C 2.416 0.270 6.232
C 1.311 0.976 6.726
C 0.617 2.020 5.917
C 1.164 2.335 4.654
C 2.310 1.582 4.162
C 2.972 0.627 4.990
H 2.925 -0.553 6.884
H 1.029 0.782 7.777
H -0.434 2.329 6.390
H 0.612 3.090 4.163
H 2.720 1.862 3.156
H 3.551 0.088 4.417
```

## Properties
LUMO	0.535	eV
SMILES	c1ccccc1.c1ccccc1.c1ccccc1.c1ccccc1.c1ccccc1.c1ccccc1.c1ccccc1.c1ccccc1
frontier orbital gap	8.93	eV

=====

The energy above the lowest of the compared OMol25 structures with the same formula, charge and spin results, record by record, are as follows: 0.000, 0.418, 0.406, 3.147 eV.